[1]
{"formula": "C21H43K2O16", "method": "ωB97M-V/def2-TZVPD", "fmax_ev_per_a": 7.6, "relative_energy_kcal_mol": 370.9, "e_tot_ev": -87865.281, "charge": 1, "gap_ha": 0.3214, "species": ["K", "K", "C", "O", "H", "H", "H", "C", "C", "O", "C", "O", "O", "C", "H", "H", "H", "H", "H", "H", "H", "H", "C", "C", "O", "C", "O", "O", "C", "H", "H", "H", "H", "H", "H", "H", "H", "C", "C", "O", "C", "O", "O", "C", "H", "H", "H", "H", "H", "H", "H", "H", "C", "C", "O", "C", "O", "O", "C", "H", "H", "H", "H", "H", "H", "H", "H", "C", "C", "O", "C", "O", "O", "C", "H", "H", "H", "H", "H", "H", "H", "H"], "positions_angstrom": [[19.8117, -17.9802, 23.1977], [17.3296, -17.5829, 25.2936], [17.1626, -19.3636, 22.9729], [18.2029, -19.1237, 23.9285], [16.4290, -18.5581, 23.0043], [17.5270, -19.3398, 21.9459], [16.6521, -20.3163, 23.1138], [15.3071, -18.9723, 25.4844], [16.5321, -19.8191, 25.6696], [16.2760, -20.4951, 26.9481], [17.2771, -21.3774, 27.3209], [18.2232, -21.7591, 26.6607], [16.9647, -21.9470, 28.5370], [17.8738, -22.8167, 29.2295], [15.1724, -18.3209, 26.3480], [14.3742, -19.5136, 25.3272], [15.4165, -18.3434, 24.6009], [17.4253, -19.1955, 25.7050], [16.7117, -20.5416, 24.8734], [18.8641, -22.5108, 28.8921], [17.6983, -23.8504, 28.9315], [17.7931, -22.6752, 30.3072], [22.8280, -15.9690, 19.0236], [21.7310, -16.0894, 20.0778], [20.6940, -16.8794, 19.5229], [19.7012, -17.4238, 20.3570], [19.3999, -17.0624, 21.4834], [19.1063, -18.4334, 19.7160], [17.9965, -19.0463, 20.3306], [23.2142, -16.9585, 18.7788], [23.5307, -15.2296, 19.4078], [22.4044, -15.5400, 18.1155], [21.3584, -15.0673, 20.1461], [22.2217, -16.5621, 20.9285], [17.4352, -19.6592, 19.6254], [17.2358, -18.3380, 20.6587], [18.1906, -19.5948, 21.2523], [21.9481, -25.0007, 22.9826], [21.3407, -24.0205, 23.8922], [20.0006, -23.7927, 23.5265], [19.3924, -22.7293, 23.9784], [19.8631, -21.9128, 24.7875], [18.1229, -22.7090, 23.4999], [17.1766, -21.7638, 23.8856], [21.5382, -25.9922, 23.1750], [23.0367, -25.0433, 23.0159], [21.8445, -24.6667, 21.9502], [21.8821, -23.0746, 23.8815], [21.3323, -24.3578, 24.9287], [16.3568, -21.6131, 23.1832], [17.6275, -20.7797, 24.0135], [16.6624, -22.1243, 24.7765], [16.8694, -16.7156, 21.3640], [17.5595, -16.1168, 22.5623], [17.7801, -14.7283, 22.1587], [18.7306, -14.0246, 22.8317], [19.2808, -14.3808, 23.8919], [18.9248, -12.8583, 22.2062], [19.5591, -11.7930, 22.8487], [16.0956, -16.0892, 20.9202], [16.5782, -17.7483, 21.5563], [17.5935, -16.8312, 20.5575], [18.5173, -16.6236, 22.6802], [16.9554, -16.2354, 23.4619], [20.6488, -11.8143, 22.8354], [19.1221, -11.6773, 23.8406], [19.4126, -10.9586, 22.1628], [11.4676, -19.2107, 24.3771], [12.9679, -18.9888, 24.4183], [13.6194, -19.3073, 23.1724], [14.2989, -20.4894, 22.9679], [14.3686, -21.3265, 23.8791], [14.6607, -20.5081, 21.6902], [15.1924, -21.6418, 21.1943], [11.1654, -18.9205, 25.3834], [11.0946, -20.1885, 24.0724], [10.9895, -18.4398, 23.7729], [13.2810, -19.5711, 25.2850], [13.2631, -17.9616, 24.6324], [15.1806, -21.6349, 20.1044], [14.6480, -22.5334, 21.5054], [16.2330, -21.7862, 21.4846]], "forces_ev_per_angstrom": [[5.2710, -1.8910, 4.6536], [1.1058, 6.6037, 0.5523], [-0.1389, 1.9389, 0.7392], [-2.2190, -2.1331, -1.9218], [-0.4535, 0.0135, 0.2290], [-2.1155, 0.0709, 3.5912], [-0.1910, 2.4257, -0.8565], [0.6280, -0.0467, 0.2665], [-0.9093, -1.0082, 1.8695], [1.8418, -1.0073, 0.3969], [-0.0243, -2.1218, 0.5921], [-1.4509, 1.4582, 0.9374], [-1.2145, 1.7144, -0.6892], [0.8403, 0.5049, -1.2576], [-0.2102, 0.1171, 0.2663], [3.3956, -0.1592, 0.8923], [-0.5867, -0.2538, -0.0461], [-0.4598, -4.2890, 1.4859], [-1.1184, 1.4146, 2.1237], [0.2344, -0.3694, 0.2445], [-0.0791, 0.0643, 0.1221], [-0.3773, 0.1036, -0.2525], [-0.8810, -0.0282, -0.2113], [0.9460, 0.8914, -1.0267], [-2.8346, -2.3730, 1.5842], [1.6167, 0.4659, -2.3431], [2.3739, 1.0739, -7.1514], [1.1250, 1.2338, -0.4287], [-0.8577, -0.7514, -1.2182], [0.4873, 0.2668, 0.1113], [0.4383, -0.4523, -0.0783], [-0.0122, -0.0545, -0.0671], [-0.1312, -0.1121, 1.1430], [-0.6895, 0.2970, 0.5213], [0.7683, -0.3396, -0.3369], [1.3391, -1.1465, -1.3792], [2.7039, -0.8421, -2.8285], [0.5955, -0.6611, -1.1105], [0.8217, 1.1301, 1.5032], [-1.0116, -0.5735, -1.2607], [-0.1578, 2.6725, 2.8356], [-0.6093, -1.6652, -2.6829], [1.1659, -1.5062, -1.3793], [0.5368, -2.0201, 1.1357], [0.0598, -0.0239, -0.4794], [0.0384, -0.0466, 0.8435], [-0.6993, -0.3033, -0.1584], [-0.0512, 0.1144, -0.0183], [0.1359, -0.0601, 0.0768], [0.8484, -1.9186, 0.0577], [1.6709, -1.9847, 0.5163], [0.2695, -0.3333, 0.0364], [-0.2683, 0.8616, -0.5592], [-0.6501, 0.8144, -0.2284], [0.9944, 0.0469, 1.0598], [0.5195, -0.2114, 1.8714], [-1.2690, 0.4219, -2.4728], [-0.8283, -2.2722, -0.6690], [0.6402, 1.1616, -0.0178], [-0.3686, -0.0765, 0.5875], [-1.2377, 1.6234, 0.7193], [-0.5031, 1.0808, 0.2411], [-2.2207, 1.7858, 0.7623], [-0.3188, 0.9289, -0.2399], [0.0816, -0.8964, 0.5474], [0.3400, 0.3802, -0.0790], [-0.7140, 0.2292, 0.4440], [-0.1489, 1.7010, -0.2595], [-2.1715, -1.0217, -0.5555], [1.0089, -0.6169, -0.6015], [-2.6757, 0.1359, 3.1025], [0.2363, 1.3567, -2.9086], [-1.1104, 2.4192, 1.5522], [1.4149, -3.3083, -1.4775], [-0.3682, -0.5459, 0.1972], [0.4057, -0.0071, 0.2570], [-0.0754, -0.1879, -0.4140], [-1.7715, -0.3321, -0.9614], [-0.4276, 0.0141, -0.0979], [-0.2418, 0.3890, 0.0476], [-0.0683, -0.0019, 0.1456], [0.0220, 0.0279, -0.1382]]}

***

[2]
{"formula": "C14H30F6InO12P2", "method": "ωB97M-V/def2-TZVPD", "fmax_ev_per_a": 4.7, "e_tot_ev": -79630.633, "multiplicity": 2, "gap_ha": [0.2723, 0.1590], "species": ["In", "C", "O", "O", "C", "F", "F", "F", "C", "C", "H", "H", "H", "H", "H", "H", "C", "O", "O", "C", "F", "F", "F", "C", "C", "H", "H", "H", "H", "H", "H", "C", "O", "P", "O", "O", "C", "O", "C", "H", "H", "H", "H", "H", "H", "H", "H", "H", "C", "O", "P", "O", "O", "C", "O", "C", "H", "H", "H", "H", "H", "H", "H", "H", "H"], "positions_angstrom": [[-13.9846, -13.5843, 14.4128], [-15.6242, -16.4454, 12.7768], [-15.8443, -15.8154, 14.0177], [-14.6606, -15.6266, 12.1306], [-15.1724, -17.8943, 12.9760], [-14.1227, -18.0562, 13.7580], [-16.1693, -18.6246, 13.5178], [-14.8758, -18.5694, 11.8505], [-17.1919, -15.7755, 14.5581], [-17.1498, -14.9070, 15.8312], [-18.0854, -15.0226, 16.3785], [-16.3234, -15.2273, 16.4657], [-16.9548, -13.8544, 15.6262], [-17.6482, -16.7280, 14.8278], [-17.9065, -15.3112, 13.8785], [-16.5295, -16.4890, 12.1713], [-17.6353, -11.7930, 13.1360], [-18.2203, -12.9986, 12.7187], [-16.2799, -11.9945, 13.3849], [-18.0679, -10.5688, 12.3131], [-19.3509, -10.5983, 12.1495], [-17.7499, -9.4200, 12.9208], [-17.6434, -10.4521, 11.0836], [-18.0603, -13.5185, 11.3549], [-19.0282, -14.6679, 11.1973], [-19.0960, -15.0818, 10.1912], [-18.6390, -15.4947, 11.7913], [-20.0340, -14.4138, 11.5318], [-17.0375, -13.8013, 11.1057], [-18.2942, -12.7967, 10.5724], [-18.0953, -11.6458, 14.1132], [-12.3541, -14.9965, 9.9260], [-12.5642, -13.6465, 9.5485], [-12.3383, -12.4263, 10.6178], [-12.5042, -12.7504, 12.0667], [-10.8730, -11.7922, 10.1722], [-10.5613, -11.1413, 9.0075], [-13.4398, -11.3626, 10.1447], [-14.8445, -11.3999, 10.5101], [-13.2929, -15.5186, 9.7411], [-11.9482, -15.3499, 10.8739], [-11.6242, -15.2373, 9.1532], [-9.6417, -11.3983, 8.4817], [-10.6097, -10.0689, 9.1964], [-11.3632, -11.1453, 8.2693], [-15.2576, -10.5121, 10.9889], [-15.2157, -12.3338, 10.9323], [-15.3889, -11.3843, 9.5660], [-10.3517, -12.9781, 18.6215], [-9.6064, -12.5911, 17.4069], [-10.3362, -11.8915, 16.1184], [-11.4177, -12.7248, 15.5253], [-10.6964, -10.4066, 16.6835], [-11.8566, -10.1843, 17.4173], [-9.1339, -11.6168, 15.1246], [-7.9338, -10.9250, 15.6333], [-11.4081, -13.2251, 18.5153], [-10.2385, -12.2414, 19.4168], [-9.8652, -13.8915, 18.9638], [-12.5258, -9.4802, 16.9229], [-11.6400, -9.7405, 18.3890], [-12.4106, -11.1065, 17.5926], [-7.9710, -10.3096, 16.5322], [-7.5235, -10.2983, 14.8415], [-7.2163, -11.7035, 15.8927]], "forces_ev_per_angstrom": [[0.0916, -0.7419, -1.0722], [2.8858, 2.8340, -2.3615], [-1.7850, -0.3396, 1.6202], [-1.3868, -1.6394, 1.3018], [-0.0428, -0.6522, -0.2985], [0.7569, 0.4050, 0.7961], [-0.7716, -0.0856, 0.6309], [-0.0300, 0.6096, -0.6814], [0.3053, 0.8503, 0.5970], [0.3682, -0.5128, -0.4155], [0.0229, 0.1629, 0.0290], [-0.0630, -0.2281, 0.1411], [-0.2341, 0.0931, -0.2190], [0.6133, -0.4789, -0.1253], [0.2837, 0.0948, -0.4444], [-0.6256, -0.1500, 0.0879], [1.0796, -2.6382, -0.3222], [-0.4086, 0.1985, -0.9893], [-1.0032, 1.4051, -0.4175], [0.4896, 0.8103, 0.1169], [-2.6988, -0.3464, 0.8626], [0.3268, 0.0271, 0.7241], [1.9989, -0.4836, -1.6689], [-0.2670, 0.5968, -0.5909], [0.3801, -0.7383, 0.6077], [0.1911, 0.4548, -0.1890], [-0.3371, -0.1101, 0.2065], [0.0981, 0.1015, 0.0369], [0.2542, -0.3290, 0.7187], [-0.2840, 0.6655, 0.3911], [0.0866, 0.3475, 0.4914], [0.3948, -1.6655, -1.8255], [-0.0565, 2.9904, 2.5290], [-0.3571, -0.5919, -0.4243], [0.8204, 0.1729, -1.5059], [-2.0505, -2.0028, 2.5696], [-1.2928, 2.2853, -2.0606], [0.3856, 0.1720, 0.3329], [-0.6275, -0.4187, -1.6273], [0.1421, -0.0645, 0.2445], [-0.2551, 1.1651, 0.4268], [0.0348, -1.0142, 0.1143], [0.0993, -0.4591, 0.7076], [0.8318, 0.2519, 0.3196], [-0.1887, -0.8999, -0.2404], [1.0446, -0.0365, 0.6086], [0.7236, -0.0263, 0.6638], [0.1759, 0.0242, -0.3721], [0.8703, -0.3779, -0.2585], [-1.3435, 0.3537, -0.1898], [0.0386, -0.6734, 0.8240], [0.8026, 1.2710, 0.7712], [1.0170, -1.1323, -1.3202], [-1.4159, 0.1677, 0.8723], [0.0966, 0.9489, 1.4506], [0.7357, -0.6796, -0.2943], [0.0322, 0.2625, -0.6788], [0.0792, 0.2857, -0.3191], [0.0299, 0.0682, -0.0654], [0.1135, -0.0767, -0.3348], [0.3656, -0.0886, 0.0308], [-0.1003, -0.0321, -0.0433], [-1.1442, -0.0444, -0.0357], [-0.3117, -0.2542, -0.1433], [0.0147, -0.0635, -0.2904]]}

***

[3]
{"formula": "C4H8O", "method": "ωB97M-V/def2-TZVPD", "fmax_ev_per_a": 2.9, "relative_energy_kcal_mol": 45.3, "e_tot_ev": -6323.204, "gap_ha": 0.3951, "species": ["C", "C", "H", "H", "H", "H", "O", "C", "C", "H", "H", "H", "H"], "positions_angstrom": [[-2.5153, 0.6738, -1.2625], [-1.8355, 0.1758, -2.2923], [-2.4711, 1.7967, -1.2260], [-2.8848, 0.2063, -0.3709], [-1.3910, 0.9090, -2.9652], [-1.8876, -0.9145, -2.4323], [2.5728, -0.0142, -0.0498], [1.7263, -0.4833, 0.6653], [1.9955, -0.4250, 2.1877], [0.6774, -0.6854, 0.3194], [2.4283, -1.3931, 2.4806], [1.0053, -0.3356, 2.6588], [2.5798, 0.4896, 2.2871]], "forces_ev_per_angstrom": [[1.3518, 2.5075, -0.2635], [-1.1996, -0.6369, 0.7056], [-0.3562, -1.0958, 0.3562], [-0.4679, -0.6148, -0.1676], [-0.0309, -0.7672, -0.2353], [0.7169, 0.5977, -0.3765], [-0.3290, -0.6278, -0.8063], [0.2183, 1.6370, 1.1928], [-1.5208, -0.7406, -1.3499], [0.6349, -0.4366, -0.0896], [0.2801, 0.6353, 0.2483], [0.4120, 0.0490, 0.2386], [0.2903, -0.5068, 0.5471]]}